17
Properties=species:S:1:pos:R:3:forces:R:3:lowdin_charge:R:1 method="wB97M-V/def2-TZVPD" e_tot_ev=-16644.946 molar_mass_g_mol=105.21 orbital_gap_ev=4.0 homo_ev=-7.515 charge=0
C -0.9884 -0.1455 -0.7893 -1.681 -1.766 -0.685 -0.415
N -1.7654 0.5809 -1.7599 3.073 -0.898 0.430 0.091
C -1.0663 0.6355 -3.0622 2.283 2.202 0.239 -0.155
C 2.3021 0.5516 2.0655 -0.927 -0.657 1.301 -0.550
S 1.3098 -0.8037 1.3717 0.693 0.804 -0.185 0.573
C -1.5448 -0.1512 0.5930 -1.217 2.192 0.937 -0.212
H -0.8046 -1.2903 -0.9677 0.122 1.798 -0.830 0.176
H 0.0038 0.2579 -0.6184 2.232 0.287 -0.430 0.066
H 0.0983 0.8541 -3.1178 -1.713 -1.726 1.092 0.121
H -1.2036 1.5131 -3.7050 -1.638 0.426 0.658 0.060
H -1.3675 -0.1348 -3.7225 -0.067 -1.457 -0.416 0.062
H 1.7671 1.0983 2.8525 -0.491 0.431 -0.824 0.025
H 2.7647 1.1278 1.3145 0.154 0.978 -0.878 -0.004
H 3.1123 0.2572 2.7067 0.762 -1.182 0.014 0.013
H -1.4888 0.9101 0.9686 -0.129 -1.017 -0.061 0.098
H -2.5671 -0.3587 0.4373 -1.579 -0.344 0.382 0.050
H -1.1284 -0.7839 1.3809 0.125 -0.071 -0.744 0.004